[1]
{"formula": "C7H18N2O", "method": "ωB97M-V with the def2-TZVPD basis set", "energy_ha": -461.952366, "largest_force_ev_per_a": 9.5, "e_lumo_ev": [0.9, -0.9], "spin_multiplicity": 3, "elements": ["C", "C", "C", "C", "C", "C", "C", "N", "N", "O", "H", "H", "H", "H", "H", "H", "H", "H", "H", "H", "H", "H", "H", "H", "H", "H", "H", "H"], "xyz": [[-0.49428, -0.41070, -3.23231], [0.84569, 2.19857, 0.24724], [0.61445, 1.35074, 2.47282], [-2.04350, -1.25652, 0.71040], [1.89440, -1.01153, 1.38336], [0.02641, -0.04850, -1.86748], [1.11225, 1.18266, 1.06933], [-1.80789, -1.05773, -0.68501], [-0.97879, 0.19079, -0.85690], [1.92193, 0.15967, 0.74174], [-1.27571, -1.18378, -3.17907], [-1.02207, 0.49810, -3.62757], [0.27812, -0.83368, -3.89315], [1.59066, 2.36926, -0.63508], [-1.64706, 0.75423, -1.13603], [0.22797, 3.06190, 0.54866], [1.29064, 1.88986, 3.07694], [-0.34526, 1.77190, 2.44564], [0.45615, 0.35362, 2.97218], [-1.12919, -1.28888, 1.23045], [-2.84762, -0.61922, 1.09779], [-2.39234, -2.25401, 0.92777], [2.61159, -1.09245, 2.30373], [2.23484, -1.73636, 0.62124], [0.74662, -1.20957, 1.69679], [0.74958, -0.83158, -1.30323], [0.69474, 0.82698, -1.97939], [-1.31232, -1.77371, -1.15088]]}



[2]
{"formula": "C7H14N2", "method": "ωB97M-V with the def2-TZVPD basis set", "charge": 2, "energy_ha": -383.813638, "smiles": "CC1=C[N+](C)(C)C(C)=[NH+]1", "largest_force_ev_per_a": 9.8, "e_lumo_ev": [-10.7, -10.7], "relative_energy_kj_mol": 381.0, "elements": ["C", "C", "C", "C", "C", "C", "C", "N", "N", "H", "H", "H", "H", "H", "H", "H", "H", "H", "H", "H", "H", "H", "H"], "xyz": [[-0.37038, -1.15017, -0.45151], [-1.08428, -0.33917, -1.33367], [0.27534, 0.98879, 0.11508], [-2.06647, -0.72975, -2.32628], [0.88195, 2.19971, 0.59726], [1.83431, -0.82365, 0.50432], [-0.38293, -0.43469, 1.86083], [-0.80098, 0.98195, -1.19312], [0.36273, -0.35649, 0.44225], [-0.26802, -2.25687, -0.42890], [-3.00378, -0.67732, -1.92935], [-1.81201, -1.71911, -2.55450], [-1.94306, -0.16525, -3.30142], [0.17956, 3.02880, 0.72522], [1.52662, 2.73257, -0.11580], [1.26604, 2.12502, 1.62348], [2.22112, -0.27766, 1.35903], [2.04788, -1.83187, 0.76091], [2.26573, -0.54460, -0.47813], [-0.11887, 0.17972, 2.75642], [-1.47187, -0.46055, 1.55075], [-0.04535, -1.46981, 1.94658], [-1.26259, 1.76190, -1.56037]]}



[3]
{"formula": "C35H30ClF6N7O3RhS2Se", "method": "ωB97M-V with the def2-TZVPD basis set", "charge": 1, "energy_ha": -6328.300771, "largest_force_ev_per_a": 1.3, "e_lumo_ev": [-3.0, -3.0], "elements": ["Rh", "N", "C", "N", "C", "C", "S", "C", "C", "S", "C", "N", "N", "H", "H", "H", "H", "H", "H", "C", "C", "N", "C", "C", "C", "O", "O", "C", "O", "C", "C", "C", "F", "C", "C", "C", "N", "C", "C", "N", "C", "C", "H", "H", "H", "H", "H", "H", "H", "H", "H", "H", "H", "H", "H", "H", "H", "H", "H", "H", "Cl", "C", "C", "C", "C", "C", "C", "C", "H", "H", "H", "H", "H", "H", "F", "C", "C", "F", "C", "F", "C", "Se", "C", "F", "C", "F"], "xyz": [[-1.33157, 1.81153, 2.85022], [-1.61515, 4.66912, 4.51317], [-2.39375, 3.65922, 4.97030], [-2.43286, 2.47963, 4.40320], [-3.26563, 1.59491, 5.07656], [-3.90169, 2.13798, 6.13666], [-3.44006, 3.79084, 6.33501], [-3.31701, 0.23567, 4.54989], [-4.04305, -0.81119, 4.99880], [-3.73779, -2.20461, 4.02456], [-2.63242, -1.27386, 3.05551], [-2.51463, -0.02802, 3.45014], [-1.96056, -1.82372, 2.03993], [-0.79223, 4.35766, 4.01040], [-1.45193, 5.44234, 5.13696], [-4.59915, 1.67134, 6.80930], [-4.72221, -0.85264, 5.83217], [-2.24215, -2.72504, 1.68689], [-1.49516, -1.26990, 1.32940], [5.59367, -0.63753, 1.04495], [5.25457, 0.82551, 0.81472], [3.80907, 1.06513, 0.87423], [3.25518, 1.29996, 2.07476], [1.91852, 1.44036, 2.31304], [1.52552, 1.71939, 3.74771], [2.32893, 1.47583, 4.62693], [0.35771, 2.23836, 3.96374], [1.03033, 1.27254, 1.21663], [-0.22227, 1.07960, 1.31556], [1.63054, 1.24539, -0.09736], [0.82388, 1.38346, -1.23324], [1.37155, 1.21508, -2.46814], [0.61104, 1.42475, -3.55701], [2.68526, 0.75595, -2.63486], [3.51427, 0.71212, -1.52161], [3.01030, 1.03003, -0.25612], [3.10276, 0.32739, -3.89604], [2.21805, -0.41449, -4.76194], [2.65062, -1.86587, -4.85042], [4.08934, -1.90678, -5.31376], [4.99440, -1.13373, -4.39239], [4.47513, 0.30238, -4.30622], [6.67042, -0.79093, 0.97935], [5.10600, -1.27320, 0.30431], [5.26315, -0.96105, 2.03133], [5.61390, 1.17762, -0.15045], [5.71751, 1.46819, 1.56257], [3.93217, 1.34295, 2.91919], [-0.22514, 1.61099, -1.12736], [4.53038, 0.36388, -1.62792], [2.19766, 0.03798, -5.76300], [1.20656, -0.40927, -4.38752], [2.05637, -2.44083, -5.55840], [2.62551, -2.34473, -3.87139], [4.14162, -1.49808, -6.25070], [4.40773, -2.87234, -5.39829], [6.00758, -1.20125, -4.78547], [4.93277, -1.63707, -3.42809], [4.57443, 0.77806, -5.29270], [5.10165, 0.87088, -3.62210], [-6.59611, -1.35040, 0.88990], [-5.42639, -0.07715, 0.99832], [-4.28111, -0.13312, 0.21982], [-3.33632, 0.86631, 0.34511], [-3.51229, 1.91255, 1.25695], [-2.44027, 2.87491, 1.48160], [-4.70826, 1.97830, 1.98274], [-5.65937, 0.98649, 1.86437], [-4.11401, -0.96211, -0.45552], [-2.41667, 0.78023, -0.22466], [-2.75223, 3.83374, 1.88936], [-1.74291, 2.97268, 0.65176], [-4.87555, 2.80706, 2.66196], [-6.57403, 1.01747, 2.44014], [-3.23306, -5.59507, -4.72377], [-2.62871, -4.72579, -3.91393], [-1.69923, -3.82915, -4.41130], [-1.39044, -3.83777, -5.71748], [-1.08219, -2.93418, -3.56018], [-0.16792, -2.11006, -4.12456], [-1.33006, -2.87282, -2.19464], [-0.47731, -1.64993, -1.02728], [-2.26391, -3.79847, -1.73502], [-2.58306, -3.82611, -0.42894], [-2.90978, -4.70478, -2.55730], [-3.79851, -5.56070, -2.05309]]}



[4]
{"formula": "C21H27N3O3S", "method": "ωB97M-V with the def2-TZVPD basis set", "energy_ha": -1604.572773, "smiles": "COCCNC(=S)N(CCc1c(C)[nH]c2ccc(OC)cc12)Cc1ccco1", "largest_force_ev_per_a": 1.0, "e_lumo_ev": 0.7, "relative_energy_kj_mol": 285.5, "elements": ["C", "H", "O", "C", "C", "N", "C", "N", "C", "H", "H", "C", "C", "C", "N", "C", "C", "C", "C", "C", "C", "H", "O", "C", "H", "H", "H", "H", "H", "H", "C", "H", "H", "H", "H", "H", "C", "C", "C", "C", "C", "O", "H", "H", "H", "H", "H", "S", "H", "H", "H", "H", "H", "H", "H"], "xyz": [[5.13207, 2.83994, -3.62618], [4.55422, 2.16236, -4.26431], [4.30307, 3.47229, -2.67826], [3.47763, 2.59806, -1.95487], [4.24010, 1.74475, -0.92169], [3.34164, 1.03330, -0.04973], [2.81380, -0.17407, -0.35484], [1.90645, -0.70940, 0.49458], [1.28723, 0.04119, 1.56951], [0.66278, -0.65831, 2.12689], [2.05206, 0.42888, 2.25781], [0.38712, 1.19072, 1.07545], [-0.82382, 0.69901, 0.35400], [-1.00611, 0.60653, -1.00120], [-2.26674, 0.13273, -1.25639], [-2.91467, -0.10362, -0.07620], [-4.18499, -0.58561, 0.18518], [-4.57241, -0.72856, 1.50341], [-3.70575, -0.39307, 2.55208], [-2.43422, 0.09451, 2.29236], [-2.02826, 0.24354, 0.97125], [-1.79042, 0.34463, 3.12042], [-4.02693, -0.51543, 3.88085], [-5.30275, -0.98783, 4.22690], [-5.33016, -0.99001, 5.31587], [-5.47181, -2.00709, 3.86219], [-6.09472, -0.33200, 3.84914], [-5.56058, -1.10567, 1.71307], [-4.86030, -0.84916, -0.61516], [-2.63428, -0.05467, -2.17325], [-0.07920, 0.93720, -2.11575], [-0.61207, 0.94369, -3.06388], [0.37072, 1.91733, -1.96471], [0.72557, 0.20455, -2.18050], [0.07133, 1.75903, 1.95373], [0.94449, 1.85902, 0.41700], [1.61926, -2.13436, 0.43994], [0.21049, -2.46222, 0.08045], [-0.39725, -2.63916, -1.12713], [-1.73467, -3.00668, -0.84533], [-1.83888, -3.02686, 0.50989], [-0.67032, -2.69853, 1.07945], [-2.66074, -3.23968, 1.16329], [-2.50613, -3.23192, -1.55278], [0.05949, -2.52902, -2.08903], [2.28708, -2.56729, -0.30941], [1.84127, -2.56941, 1.42149], [3.29679, -0.96809, -1.73445], [2.99345, 1.53550, 0.74926], [4.87856, 2.39303, -0.31725], [4.85686, 1.00672, -1.44003], [2.93244, 1.92631, -2.63339], [2.76103, 3.24311, -1.43592], [5.56118, 3.63505, -4.23310], [5.93999, 2.27477, -3.15074]]}



[5]
{"formula": "C5H7N2", "method": "ωB97M-V with the def2-TZVPD basis set", "charge": 1, "energy_ha": -303.783851, "smiles": "CC(C)=[N+]=c1cn1", "largest_force_ev_per_a": 4.8, "e_lumo_ev": -5.9, "relative_energy_kj_mol": 617.3, "elements": ["C", "C", "C", "C", "C", "N", "N", "H", "H", "H", "H", "H", "H", "H"], "xyz": [[0.40914, 1.86095, -0.07714], [-0.05094, 1.75685, 1.21868], [0.12100, -0.23479, -0.48004], [-1.06953, -0.80678, -1.12342], [0.97578, -0.96855, 0.43297], [0.19867, 3.00650, 0.77150], [0.36346, 1.00476, -1.01086], [-0.37477, 1.36233, 2.14836], [-1.67591, -0.09091, -1.51746], [-1.64310, -1.51668, -0.39179], [-0.97138, -1.55300, -1.87407], [1.48580, -1.72396, -0.17429], [0.52830, -1.70948, 1.09676], [1.70349, -0.38724, 0.98080]]}



Question: What is the formula in the third record?
Answer: C35H30ClF6N7O3RhS2Se